1.
A molecular structure, C23H35BaN4O8 at a distorted geometry. Source: the Open Molecules 2025 dataset; level of theory: the ωB97M-V functional and the def2-TZVPD basis.

The geometry in ORCA input format:
```
! RIJCOSX wB97M-V def2-TZVPD def2/J DEFGRID3
* xyz 1 1
Ba -0.050 1.032 0.386
O -1.224 -0.580 -0.921
O -0.647 -0.452 -3.588
O -2.378 1.577 0.605
O -0.126 1.824 -2.108
O 1.815 1.043 2.137
O 2.025 2.214 -0.436
O 2.222 -1.342 0.738
O 1.540 -1.664 -2.143
N -3.134 2.239 1.385
N -0.268 3.245 1.425
N -4.185 4.526 3.720
N -1.272 -0.564 2.539
C -1.970 -1.672 2.265
C -2.359 -2.575 -0.088
C -1.664 0.190 3.573
C -3.523 3.957 2.974
C 1.909 -2.685 -1.234
C -1.467 -2.570 1.163
C 2.883 -2.168 -0.203
C 2.271 -0.130 2.791
C 3.028 -1.066 1.869
C 0.457 -1.097 -4.198
C 0.970 2.634 -2.518
C 0.926 -2.210 -3.296
C -2.504 -1.177 -0.675
C -1.235 1.795 -2.998
C 2.809 2.006 1.795
C -1.283 3.521 1.904
C -3.108 -2.018 2.989
C 3.189 1.929 0.325
C -3.522 -1.214 4.035
C -2.667 3.254 2.082
C -0.992 0.813 -4.137
C 2.217 2.108 -1.838
C -2.773 -0.088 4.347
H 0.170 -1.518 -5.168
H -2.088 1.469 -2.404
H -3.655 -2.918 2.739
H -3.097 -1.205 -1.593
H 1.115 2.599 -3.601
H -1.399 -3.589 1.550
H -0.941 -0.823 -1.822
H 3.983 -0.620 1.559
H -0.187 1.167 -4.787
H -4.405 -1.467 4.606
H 1.277 -0.387 -4.352
H 3.083 2.699 -2.154
H 2.906 0.127 3.644
H 3.251 -1.992 2.412
H 3.697 1.895 2.421
H 0.793 3.670 -2.214
H -3.046 0.560 5.167
H 3.323 -3.031 0.309
H 0.068 -2.835 -3.015
H -3.356 -2.950 0.156
H 2.365 2.985 1.979
H -1.924 -3.252 -0.830
H -1.899 0.722 -4.740
H 1.372 -0.631 3.152
H 2.372 1.057 -2.117
H 3.559 0.930 0.068
H -0.463 -2.244 0.890
H 3.688 -1.615 -0.703
H -1.055 1.066 3.781
H -1.443 2.790 -3.402
H 3.976 2.660 0.111
H -3.012 -0.533 0.040
H 1.640 -2.834 -3.845
H 2.399 -3.504 -1.774
H 1.020 -3.081 -0.729
*
```

**HOMO-LUMO gap**: 9.2 eV
**Energy above the lowest of the compared OMol25 structures with the same formula, charge and spin**: 31.1 kcal per mole
**Maximum force**: 0.05092 Eh/bohr
**E_HOMO**: -11.213 eV
**LUMO**: -0.0734 Ha



2.
A molecular structure, C23H35Cl2F3HfNO6PS at a distorted geometry. Source: the Open Molecules 2025 dataset; level of theory: the ωB97M-V functional and the def2-TZVPD basis.

The geometry in ORCA input format:
```
! RIJCOSX wB97M-V def2-TZVPD def2/J DEFGRID3
* xyz 4 1
Hf -6.843 -2.693 3.294
Cl -0.761 -2.032 -0.359
Cl -0.740 -2.153 2.666
S -6.758 0.295 -4.826
P -4.395 -2.502 -0.723
F -8.983 -0.325 0.914
F -7.588 0.305 2.357
F -7.698 -1.930 1.825
O -7.167 -0.991 -0.909
O -2.290 -0.278 -1.608
O -3.979 -3.230 0.678
O -2.905 0.727 -3.575
O -3.462 -3.094 -1.838
O 10.200 -0.387 -0.059
N -5.245 -0.868 -2.843
C -1.257 2.013 -0.375
C -2.695 -0.280 2.775
C -4.578 0.010 -1.871
C 2.967 0.510 -0.092
C 9.074 -0.445 -0.780
C -1.821 -1.083 1.862
C 6.841 0.793 -0.571
C 4.345 0.759 -0.782
C 7.799 -0.067 0.201
C 10.702 -1.601 0.459
C -1.855 -1.027 0.527
C -2.630 1.412 -0.005
C -0.103 1.782 0.612
C -5.884 -0.305 -3.735
C -2.786 -0.092 -0.272
C 1.186 2.377 -0.047
C -4.287 -0.621 -0.502
C -6.781 -0.148 0.116
C -5.318 -0.339 0.613
C -3.166 0.250 -2.511
C 2.441 1.760 0.636
C 5.470 0.896 0.241
C -7.787 -0.405 1.297
H 8.132 0.430 1.106
H 8.896 -1.388 -1.297
H 1.195 3.458 0.026
H 4.313 1.621 -1.446
H 9.126 0.340 -1.538
H 3.147 -0.261 0.660
H -3.376 1.971 -0.575
H 5.400 0.118 0.999
H 3.210 2.520 0.748
H 7.242 1.792 -0.732
H -2.821 1.682 1.032
H 1.180 2.008 -1.072
H -0.263 2.328 1.541
H -0.909 1.736 -1.366
H -1.418 3.091 -0.403
H 7.303 -1.016 0.424
H -3.378 -2.520 -2.617
H 2.268 0.072 -0.807
H -5.055 0.988 -1.758
H 6.657 0.377 -1.559
H 11.794 -1.566 0.439
H -3.451 0.298 2.270
H -6.991 0.883 -0.170
H 0.117 0.735 0.814
H -2.073 0.327 3.429
H -3.221 -0.986 3.431
H -3.722 -2.600 1.370
H 4.575 -0.112 -1.403
H 10.398 -1.716 1.512
H -7.229 -1.917 -0.650
H -5.260 -1.098 1.403
H -5.042 0.602 1.094
H 2.150 1.437 1.635
H 5.476 1.850 0.762
H 10.368 -2.474 -0.095
*
```

**HOMO-LUMO gap**: 1.2 eV
**Maximum force**: 0.10664 Eh/bohr
**E_HOMO**: -16.791 eV
**LUMO**: -0.5740 Ha



3.
6 unconnected molecules or ions with the total composition C23H35Cl4N5 at a distorted geometry. Source: the Open Molecules 2025 dataset; level of theory: the ωB97M-V functional and the def2-TZVPD basis.

The geometry in ORCA input format:
```
! RIJCOSX wB97M-V def2-TZVPD def2/J DEFGRID3
* xyz 0 1
Cl -1.410 2.945 -2.881
Cl -3.139 3.650 -5.050
Cl -3.261 5.143 -2.585
Cl -0.971 5.420 -4.319
N -4.927 -0.790 -3.487
N -0.045 0.065 1.733
N 5.182 -2.133 -1.363
N -2.560 -2.970 -2.152
N 1.830 1.753 4.552
C -1.536 -4.721 -2.989
C -2.185 4.281 -3.718
C 2.965 3.338 5.575
C 4.607 -1.302 -0.452
C 6.480 -1.715 -1.588
C 2.589 2.868 4.348
C 0.558 2.440 1.436
C -4.813 0.459 -4.022
C -4.658 0.601 -1.779
C 5.511 -0.348 -0.085
C -1.385 0.077 -0.397
C -1.358 0.139 1.120
C 0.919 0.978 1.126
C -1.612 -2.475 -2.998
C 0.439 -1.317 1.821
C -4.599 1.346 -3.001
C 6.694 -0.592 -0.854
C 0.057 -1.953 3.148
C 2.450 2.437 6.551
C -2.555 -4.327 -2.174
C 1.761 1.467 5.884
C -4.866 -0.713 -2.116
C -0.954 -3.547 -3.541
H 0.114 2.489 2.431
H -4.875 -1.591 -1.498
H 2.600 2.560 7.610
H -0.628 -0.619 -0.767
H 7.117 -2.225 -2.290
H -1.484 -1.413 -3.115
H -0.016 -1.943 1.038
H -0.092 2.879 0.682
H 4.877 -3.072 -1.544
H -2.331 -0.221 -0.850
H -1.263 -5.701 -3.347
H -3.295 -4.895 -1.640
H 0.428 -2.980 3.209
H 1.475 3.023 1.530
H 7.580 0.020 -0.852
H 1.041 0.820 0.048
H -4.359 2.391 -2.961
H 1.886 0.765 1.590
H -4.787 0.631 -5.084
H -1.868 1.032 1.502
H 1.186 0.656 6.297
H 3.603 4.189 5.748
H 1.517 -1.364 1.660
H 5.299 0.484 0.563
H 3.578 -1.426 -0.154
H 2.730 3.295 3.371
H -3.273 -2.386 -1.752
H 0.470 -1.407 3.999
H -1.028 -1.987 3.251
H -1.997 -0.644 1.546
H -4.400 0.951 -0.792
H -1.162 1.064 -0.812
H 1.342 1.250 3.828
H -5.100 -1.639 -3.995
H -0.095 -3.492 -4.189
*
```

**Structure (SMILES)**: ClC(Cl)(Cl)Cl.c1cc[nH]c1.c1cc[nH]c1.c1cc[nH]c1.c1cc[nH]c1.CCN(CC)CC
**HOMO-LUMO gap**: 8.4 eV
**Energy above the lowest of the compared OMol25 structures with the same formula, charge and spin**: 0.0 kcal per mole
**Maximum force**: 0.02759 Eh/bohr
**E_HOMO**: -8.158 eV
**LUMO**: 0.0071 Ha



4.
A molecular structure, C23H35FN3O3SeSiW. Source: the Open Molecules 2025 dataset; level of theory: the ωB97M-V functional and the def2-TZVPD basis.

The geometry in ORCA input format:
```
! RIJCOSX wB97M-V def2-TZVPD def2/J DEFGRID3
* xyz 1 3
W 0.753 -0.894 0.137
Se 1.467 1.332 0.877
Si -1.374 -0.653 -1.824
F -1.544 -2.752 1.921
O 1.041 -1.458 2.111
O 2.540 -1.714 -0.253
O 4.003 -3.340 0.243
N 0.457 -3.224 -0.077
N 1.134 -1.177 4.340
N -1.223 -0.775 -0.096
C 2.323 -2.019 4.484
C -2.299 -0.786 0.821
C 1.050 4.475 -4.470
C -0.940 3.150 -0.055
C -4.458 -0.742 2.640
C -2.370 0.740 -2.531
C 1.736 -3.935 -0.249
C 2.445 2.342 -1.644
C 2.309 3.028 -2.844
C -2.457 -1.742 1.818
C -3.284 0.207 0.768
C 0.200 3.076 -1.032
C 0.438 -0.327 -2.351
C 0.600 -0.939 3.175
C 1.150 3.726 -3.171
C -1.998 -2.254 -2.552
C -4.344 0.232 1.657
C -3.501 -1.741 2.718
C 1.365 2.360 -0.752
C 3.718 1.601 -1.346
C 0.110 3.740 -2.252
C 2.899 -2.971 -0.035
C 0.587 -0.600 5.562
H -0.793 4.295 -2.482
H -3.194 0.976 0.013
H 1.835 -4.779 0.430
H -0.309 -0.028 5.329
H 3.551 0.537 -1.164
H 4.187 1.995 -0.442
H 0.014 -3.474 0.800
H 0.508 -0.902 -3.280
H 1.328 0.050 6.023
H -0.261 -0.268 3.152
H 4.424 1.700 -2.168
H 0.503 0.737 -2.581
H 2.996 -1.543 5.194
H 2.036 -3.000 4.862
H 1.819 -4.318 -1.267
H -2.895 -2.580 -2.018
H -1.282 2.157 0.242
H 3.136 3.016 -3.546
H -5.285 -0.732 3.336
H -2.082 1.707 -2.115
H -2.159 0.767 -3.605
H -0.636 3.659 0.862
H 1.422 -0.569 -1.901
H 1.492 3.907 -5.289
H -1.271 -3.068 -2.519
H -5.082 1.019 1.583
H 1.583 5.425 -4.408
H -2.274 -2.124 -3.600
H -3.446 0.602 -2.414
H -3.561 -2.530 3.456
H 0.327 -1.399 6.255
H -0.212 -3.470 -0.799
H -1.782 3.697 -0.480
H 0.014 4.694 -4.724
H 2.818 -2.123 3.523
*
```

**HOMO-LUMO gap (alpha / beta)**: 7.9 / 7.5 eV
**Energy above the lowest of the compared OMol25 structures with the same formula, charge and spin**: 5.5 kcal per mole
**⟨S²⟩**: 2.01
**Maximum force**: 0.00546 Eh/bohr
**E_HOMO (alpha / beta)**: -10.785 / -10.955 eV
**LUMO (alpha / beta)**: -0.1055 / -0.1256 Ha